A structure of composition C14H14NO5Pd. Source: the OMol25 dataset; level of theory: ωB97M-V with the def2-TZVPD basis set.

Total charge: -1
E_HOMO in eV: -5.1
Energy in Ha: -1100.7633
Relative energy (zero: lowest compared OMol25 entry of this formula, charge and spin) in eV: 0.0000
HOMO-LUMO gap in eV: 8.13

Each line ends with the Mulliken charge.
Positions of all 35 atoms, in Å:
1 Pd -0.28 -0.06 0.83  0.608
2 O 2.60 -0.33 1.92  -0.549
3 C 2.31 0.02 3.25  -0.762
4 C 0.97 0.73 3.44  -0.470
5 N -0.22 0.02 2.93  0.126
6 C -1.41 0.84 3.17  -0.458
7 C -1.46 2.05 2.21  0.582
8 O -2.03 3.07 2.57  -0.717
9 O -0.93 1.86 1.05  -0.678
10 C -0.28 -1.38 3.41  -0.424
11 C 0.24 -2.27 2.24  0.579
12 O 1.30 -2.87 2.37  -0.727
13 O -0.50 -2.16 1.20  -0.779
14 H 2.38 -1.27 1.81  0.382
15 H 3.08 0.72 3.59  0.441
16 H 2.37 -0.86 3.89  0.329
17 H 1.00 1.70 2.94  0.337
18 H 0.83 0.91 4.52  0.302
19 H -1.46 1.20 4.21  0.312
20 H -2.30 0.23 2.98  0.317
21 H -1.32 -1.63 3.62  0.402
22 H 0.32 -1.52 4.31  0.287
23 C -0.33 -0.05 -1.10  -0.925
24 C -0.36 -0.02 -2.31  -0.060
25 C -0.38 0.04 -3.74  0.717
26 C -0.60 -1.12 -4.50  -0.480
27 C -0.63 -1.06 -5.88  -0.349
28 C -0.43 0.14 -6.54  -0.437
29 C -0.21 1.29 -5.80  -0.347
30 C -0.19 1.24 -4.41  -0.461
31 H -0.76 -2.06 -3.98  0.422
32 H -0.80 -1.97 -6.45  0.350
33 H -0.45 0.18 -7.62  0.354
34 H -0.06 2.24 -6.30  0.351
35 H -0.02 2.14 -3.83  0.423